[1]
DFT (the ωB97M-V functional and the def2-TZVPD basis) results for one molecule with the formula C5H10BNO3 in a non-equilibrium geometry.

- ΔE to the lowest compared entry with this formula, charge and spin: 297.3 kJ/mol
- HOMO-LUMO gap (alpha / beta): 7.9 / 7.8 eV
- F_max: 6.98 eV/Å
- LUMO (alpha / beta): -0.1 / 0.1 eV
- E_HOMO (alpha / beta): -0.29678 / -0.28375 Ha

Geometry (Å):
B: -0.357 1.213 -1.632
C: -0.240 -1.908 -0.957
C: 0.889 -0.470 1.666
C: 0.614 0.953 1.506
C: -0.441 -1.269 1.314
C: -0.901 0.317 -0.476
N: -0.581 -1.031 -0.088
O: 0.240 -2.976 -0.857
O: -0.636 2.521 -1.498
O: 0.610 0.540 -2.379
H: -0.267 -1.305 -1.994
H: 1.732 -0.800 1.032
H: 1.173 -0.654 2.718
H: -0.093 1.315 2.230
H: 1.230 1.598 0.901
H: -0.623 -2.321 1.673
H: -1.145 -0.706 1.866
H: -1.493 0.711 0.307
H: -0.706 3.186 -2.265
H: 0.994 1.087 -3.068

Here is what Löwdin gives for the atomic charges, in e: number 1, B, carries -0.694; number 2, C, carries -0.419; number 3, C, carries -0.227; number 4, C, carries 0.019; number 5, C, carries -0.123; number 6, C, carries 0.098; number 7, N, carries -0.119; number 8, O, carries 0.079; number 9, O, carries 0.155; number 10, O, carries 0.124; number 11, H, carries 0.160; number 12, H, carries 0.121; number 13, H, carries 0.115; number 14, H, carries 0.069; number 15, H, carries 0.065; number 16, H, carries 0.149; number 17, H, carries 0.091; number 18, H, carries 0.076; number 19, H, carries 0.160; number 20, H, carries 0.102

[2]
DFT (the ωB97M-V functional and the def2-TZVPD basis) results for C5H10CaMgO3 as an isolated structure in a non-equilibrium geometry.

- ΔE to the lowest compared entry with this formula, charge and spin: 94.4 kJ/mol
- HOMO-LUMO gap: 3.2 eV
- F_max: 3.64 eV/Å
- LUMO: -1.2 eV
- E_HOMO: -0.16129 Ha

Geometry (Å):
O: -1.587 0.438 -0.661
C: -1.574 -0.957 -0.615
C: -0.332 -1.581 -1.240
O: 0.770 -0.777 -0.818
C: 2.001 -1.378 -0.475
Mg: 0.243 1.188 -0.868
H: -2.463 -1.409 -1.088
H: -1.560 -1.234 0.456
H: -0.369 -1.574 -2.340
H: -0.195 -2.627 -0.929
H: 2.756 -0.600 -0.636
H: 1.987 -1.658 0.588
H: 2.118 -2.289 -1.080
C: -0.345 2.848 0.445
C: -0.703 1.868 1.438
O: 0.332 1.394 2.047
Ca: 1.208 -0.058 3.278
H: 0.586 3.400 0.633
H: -1.193 3.343 -0.042
H: -1.680 1.662 1.906

Here is what Löwdin gives for the atomic charges, in e: number 1, O, carries -0.338; number 2, C, carries -0.349; number 3, C, carries -0.188; number 4, O, carries -0.341; number 5, C, carries -0.100; number 6, Mg, carries 0.874; number 7, H, carries 0.118; number 8, H, carries 0.106; number 9, H, carries 0.129; number 10, H, carries 0.135; number 11, H, carries 0.090; number 12, H, carries 0.018; number 13, H, carries 0.102; number 14, C, carries -0.159; number 15, C, carries -0.359; number 16, O, carries -0.554; number 17, Ca, carries 0.574; number 18, H, carries 0.057; number 19, H, carries 0.051; number 20, H, carries 0.134

[3]
DFT (the ωB97M-V functional and the def2-TZVPD basis) results for C5H10CdF6N2O7PS2 as an isolated structure in a non-equilibrium geometry.

- HOMO-LUMO gap: 5.9 eV
- F_max: 11.88 eV/Å
- Net charge: -1
- LUMO: 2.5 eV
- E_HOMO: -0.12520 Ha

Geometry (Å):
Cd: -0.617 -0.816 -0.918
F: 1.917 0.140 -3.624
C: 2.921 0.375 -2.706
F: 3.979 -0.476 -2.965
F: 3.361 1.679 -2.814
S: 2.316 0.094 -1.025
O: 1.371 -0.876 -0.918
O: 3.453 -0.431 -0.141
N: 1.603 1.373 -0.038
S: 0.257 2.174 -0.855
O: -0.291 3.091 0.245
O: -0.677 1.177 -0.918
C: 0.479 3.149 -2.362
F: 1.709 3.777 -2.308
F: -0.510 4.112 -2.441
F: 0.414 2.341 -3.477
O: -2.685 -2.987 -0.918
N: -3.278 -1.953 -0.918
O: -4.471 -1.950 -0.918
O: -2.618 -0.816 -0.918
C: -0.931 -2.408 2.395
P: -0.617 -0.816 1.539
C: 0.919 -0.292 2.395
C: -1.838 0.252 2.395
H: -0.909 -2.296 3.483
H: -0.175 -3.147 2.113
H: -1.911 -2.804 2.113
H: 0.811 -0.329 3.483
H: 1.181 0.732 2.113
H: 1.752 -0.943 2.113
H: -1.752 0.177 3.483
H: -2.856 -0.033 2.113
H: -1.691 1.299 2.113
H: -0.617 -2.572 -0.918

Here is what Löwdin gives for the atomic charges, in e: number 1, Cd, carries 1.026; number 2, F, carries 0.097; number 3, C, carries -0.561; number 4, F, carries 0.111; number 5, F, carries 0.093; number 6, S, carries 0.615; number 7, O, carries -0.514; number 8, O, carries -0.331; number 9, N, carries -0.226; number 10, S, carries 0.643; number 11, O, carries -0.330; number 12, O, carries -0.443; number 13, C, carries -0.562; number 14, F, carries 0.095; number 15, F, carries 0.112; number 16, F, carries 0.101; number 17, O, carries -0.094; number 18, N, carries -0.639; number 19, O, carries 0.004; number 20, O, carries -0.310; number 21, C, carries -0.287; number 22, P, carries 0.744; number 23, C, carries -0.290; number 24, C, carries -0.276; number 25, H, carries 0.033; number 26, H, carries 0.037; number 27, H, carries 0.038; number 28, H, carries 0.037; number 29, H, carries 0.016; number 30, H, carries 0.038; number 31, H, carries 0.034; number 32, H, carries 0.041; number 33, H, carries 0.032; number 34, H, carries -0.084

[4]
DFT (the ωB97M-V functional and the def2-TZVPD basis) results for C5H10CdO2 as an isolated structure in a non-equilibrium geometry.

- ΔE to the lowest compared entry with this formula, charge and spin: 149.5 kJ/mol
- HOMO-LUMO gap: 6.8 eV
- F_max: 4.14 eV/Å
- LUMO: 0.8 eV
- E_HOMO: -0.21959 Ha

Geometry (Å):
C: -2.798 0.201 0.438
O: -1.738 0.854 -0.259
C: -0.717 1.414 0.532
C: 0.618 1.134 -0.115
O: 0.836 -0.284 -0.145
C: 2.078 -0.677 -0.569
C: 2.542 -1.904 -0.356
H: -2.815 0.465 1.510
H: -3.714 0.354 -0.154
H: -0.697 1.036 1.569
H: -0.875 2.503 0.568
H: 1.414 1.607 0.477
H: 0.638 1.516 -1.147
H: 2.627 0.079 -1.137
H: 1.931 -2.679 0.107
H: 3.555 -2.147 -0.673
H: -2.944 -1.184 0.638
Cd: -1.036 -1.512 -0.624

Here is what Löwdin gives for the atomic charges, in e: number 1, C, carries -0.276; number 2, O, carries -0.348; number 3, C, carries -0.235; number 4, C, carries -0.192; number 5, O, carries -0.411; number 6, C, carries -0.274; number 7, C, carries 0.011; number 8, H, carries 0.067; number 9, H, carries 0.071; number 10, H, carries 0.132; number 11, H, carries 0.135; number 12, H, carries 0.135; number 13, H, carries 0.135; number 14, H, carries 0.120; number 15, H, carries 0.042; number 16, H, carries 0.058; number 17, H, carries 0.063; number 18, Cd, carries 0.767

[5]
DFT (the ωB97M-V functional and the def2-TZVPD basis) results for C5H10CeO3 as an isolated structure in a non-equilibrium geometry.

- ΔE to the lowest compared entry with this formula, charge and spin: 279.5 kJ/mol
- ⟨S²⟩: 0.800
- HOMO-LUMO gap (alpha / beta): 5.4 / 5.6 eV
- F_max: 1.73 eV/Å
- Net charge: +1
- Spin multiplicity: 2
- LUMO (alpha / beta): -4.6 / -4.2 eV
- E_HOMO (alpha / beta): -0.36683 / -0.36185 Ha

Geometry (Å):
O: -0.698 1.283 -0.298
Ce: 3.252 0.284 0.354
O: 0.565 -0.494 0.034
C: -0.536 -0.012 -0.203
O: -1.608 -0.699 -0.490
C: -1.994 1.902 -0.460
C: -2.871 1.824 0.768
H: -1.745 2.941 -0.702
H: -2.476 1.442 -1.330
H: -2.382 2.295 1.631
H: -3.801 2.374 0.572
H: -3.143 0.788 1.006
C: -1.551 -2.135 -0.592
C: -1.926 -2.768 0.728
H: -2.275 -2.374 -1.378
H: -0.554 -2.439 -0.930
H: -2.934 -2.458 1.035
H: -1.212 -2.493 1.515
H: -1.918 -3.860 0.615

Here is what Löwdin gives for the atomic charges, in e: number 1, O, carries 0.038; number 2, Ce, carries 1.074; number 3, O, carries -0.158; number 4, C, carries -0.600; number 5, O, carries 0.044; number 6, C, carries -0.180; number 7, C, carries -0.053; number 8, H, carries 0.134; number 9, H, carries 0.132; number 10, H, carries 0.091; number 11, H, carries 0.095; number 12, H, carries 0.078; number 13, C, carries -0.177; number 14, C, carries -0.051; number 15, H, carries 0.137; number 16, H, carries 0.128; number 17, H, carries 0.089; number 18, H, carries 0.086; number 19, H, carries 0.093

[6]
DFT (the ωB97M-V functional and the def2-TZVPD basis) results for an isolated ion of composition C5H10Cl2N3 and charge +1 in a non-equilibrium geometry.

- ΔE to the lowest compared entry with this formula, charge and spin: 92.0 kJ/mol
- HOMO-LUMO gap: 10.1 eV
- F_max: 5.63 eV/Å
- Net charge: +1
- LUMO: -3.7 eV
- E_HOMO: -0.50715 Ha

Geometry (Å):
C: -2.061 0.198 0.324
C: -0.663 0.707 0.326
C: -0.807 2.055 -0.451
N: 0.098 -0.227 -0.482
N: 0.028 -1.548 -0.191
C: 1.116 -2.212 0.109
N: 2.232 -1.488 0.198
C: 1.882 -0.110 -0.086
Cl: 2.084 0.823 1.397
Cl: 2.797 0.596 -1.358
H: -2.307 -0.203 -0.631
H: -2.274 -0.590 1.010
H: -2.766 1.125 0.403
H: -0.135 0.777 1.280
H: 0.048 2.637 -0.895
H: -1.312 2.645 0.236
H: -1.445 1.838 -1.269
H: -0.793 -2.025 -0.462
H: 1.053 -3.327 0.161
H: 3.226 -1.672 0.381

Here is what Löwdin gives for the atomic charges, in e: number 1, C, carries -0.066; number 2, C, carries -0.452; number 3, C, carries -0.033; number 4, N, carries 0.003; number 5, N, carries 0.059; number 6, C, carries -0.040; number 7, N, carries 0.032; number 8, C, carries -1.095; number 9, Cl, carries 0.733; number 10, Cl, carries 0.732; number 11, H, carries 0.078; number 12, H, carries 0.075; number 13, H, carries 0.141; number 14, H, carries 0.064; number 15, H, carries 0.104; number 16, H, carries 0.059; number 17, H, carries 0.072; number 18, H, carries 0.166; number 19, H, carries 0.188; number 20, H, carries 0.180

[7]
DFT (the ωB97M-V functional and the def2-TZVPD basis) results for a 2-piece molecular cluster, C5H10ClN overall in a non-equilibrium geometry.

- ΔE to the lowest compared entry with this formula, charge and spin: 234.2 kJ/mol
- HOMO-LUMO gap: 9.3 eV
- F_max: 4.90 eV/Å
- LUMO: 0.9 eV
- E_HOMO: -0.31012 Ha

Geometry (Å):
C: 1.167 -0.402 -1.255
C: 1.940 0.168 -0.320
N: 1.622 1.406 0.356
Cl: 3.320 -0.655 0.179
H: 1.539 -1.385 -1.501
H: 0.565 0.243 -1.848
H: 0.622 1.692 0.178
H: 2.322 2.061 0.694
C: -2.194 0.496 -0.445
C: -1.502 -0.580 -0.013
C: -1.011 -0.741 1.331
H: -2.522 1.274 0.176
H: -2.499 0.515 -1.490
H: -1.285 -1.411 -0.719
H: -1.447 -1.640 1.684
H: 0.057 -1.173 1.044
H: -0.694 0.131 1.948

Here is what Löwdin gives for the atomic charges, in e: number 1, C, carries -0.094; number 2, C, carries -0.908; number 3, N, carries 0.032; number 4, Cl, carries 0.698; number 5, H, carries 0.052; number 6, H, carries 0.059; number 7, H, carries 0.102; number 8, H, carries 0.078; number 9, C, carries -0.017; number 10, C, carries -0.317; number 11, C, carries -0.131; number 12, H, carries 0.033; number 13, H, carries 0.050; number 14, H, carries 0.109; number 15, H, carries 0.061; number 16, H, carries 0.099; number 17, H, carries 0.094

[8]
DFT (the ωB97M-V functional and the def2-TZVPD basis) results for C5H10ClNO4S as an isolated structure in a non-equilibrium geometry.

- ΔE to the lowest compared entry with this formula, charge and spin: 160.6 kJ/mol
- HOMO-LUMO gap (alpha / beta): 7.9 / 7.9 eV
- F_max: 5.00 eV/Å
- LUMO (alpha / beta): -2.4 / -2.4 eV
- E_HOMO (alpha / beta): -0.37832 / -0.37853 Ha

Geometry (Å):
C: -3.126 0.793 -0.204
C: -2.996 2.322 -0.406
C: 3.168 -0.734 -0.286
C: 1.219 0.472 0.769
C: 1.699 -0.476 -0.260
N: -0.671 -1.673 -0.678
O: -2.113 0.376 0.463
O: 0.582 -2.154 1.525
O: 1.423 -3.068 -0.585
O: -4.143 0.202 -0.413
S: 0.855 -1.991 0.129
Cl: -1.819 -1.581 0.373
H: -2.034 2.452 -0.822
H: -3.271 2.893 0.407
H: -3.761 2.577 -1.198
H: 3.499 -1.667 -0.934
H: 3.742 0.024 -0.630
H: 3.490 -1.044 0.714
H: 1.536 0.528 1.893
H: 0.109 0.463 0.873
H: 1.448 1.557 0.542
H: 1.164 -0.269 -1.273

Here is what Löwdin gives for the atomic charges, in e: number 1, C, carries -0.689; number 2, C, carries 0.032; number 3, C, carries -0.088; number 4, C, carries -0.144; number 5, C, carries -0.498; number 6, N, carries -0.492; number 7, O, carries -0.197; number 8, O, carries -0.336; number 9, O, carries -0.277; number 10, O, carries 0.082; number 11, S, carries 0.540; number 12, Cl, carries 1.123; number 13, H, carries 0.063; number 14, H, carries 0.056; number 15, H, carries 0.111; number 16, H, carries 0.130; number 17, H, carries 0.041; number 18, H, carries 0.099; number 19, H, carries 0.132; number 20, H, carries 0.048; number 21, H, carries 0.102; number 22, H, carries 0.162

[9]
DFT (the ωB97M-V functional and the def2-TZVPD basis) results for an isolated ion of composition C5H10ClO3 and charge +1 in a non-equilibrium geometry.

- ΔE to the lowest compared entry with this formula, charge and spin: 40.2 kJ/mol
- HOMO-LUMO gap: 10.5 eV
- F_max: 6.89 eV/Å
- Net charge: +1
- LUMO: -3.8 eV
- E_HOMO: -0.52265 Ha

Geometry (Å):
C: 0.282 0.920 1.110
C: -0.606 1.739 0.084
C: 1.729 -0.595 -0.085
C: 0.869 -1.954 0.702
C: -2.015 0.309 -1.247
O: 1.479 0.560 0.317
O: 2.471 -0.844 -1.046
O: -0.838 0.962 -1.031
Cl: -2.484 -0.782 0.020
H: 0.506 1.478 1.999
H: -0.236 -0.038 1.469
H: -1.593 2.023 0.660
H: 0.017 2.566 -0.343
H: -0.100 -1.964 0.334
H: 0.974 -1.868 1.769
H: 1.298 -3.002 0.434
H: -2.797 0.962 -1.603
H: -1.720 -0.415 -1.996
H: 2.764 -0.057 -1.545

Here is what Löwdin gives for the atomic charges, in e: number 1, C, carries -0.043; number 2, C, carries -0.171; number 3, C, carries -0.292; number 4, C, carries 0.100; number 5, C, carries -0.610; number 6, O, carries 0.094; number 7, O, carries 0.280; number 8, O, carries -0.200; number 9, Cl, carries 0.693; number 10, H, carries 0.131; number 11, H, carries 0.111; number 12, H, carries 0.178; number 13, H, carries 0.151; number 14, H, carries -0.010; number 15, H, carries 0.075; number 16, H, carries 0.127; number 17, H, carries 0.107; number 18, H, carries 0.085; number 19, H, carries 0.194